# 1
{"formula": "C25H31BF4N3NaS2", "method": "ωB97M-V/def2-TZVPD", "species": ["Na", "C", "C", "C", "C", "C", "C", "C", "H", "H", "H", "H", "H", "H", "H", "H", "F", "B", "F", "F", "F", "N", "S", "C", "C", "C", "C", "C", "C", "C", "C", "C", "C", "C", "C", "H", "H", "H", "H", "H", "H", "H", "H", "H", "H", "H", "C", "N", "C", "C", "N", "C", "H", "H", "H", "H", "H", "H", "C", "S", "C", "H", "H", "H", "H", "H", "H"], "positions_angstrom": [[14.820, 9.012, 9.925], [18.288, 6.186, 10.029], [16.883, 6.155, 10.552], [15.921, 5.345, 10.003], [14.624, 5.148, 10.543], [14.248, 5.945, 11.607], [15.191, 6.806, 12.142], [16.490, 6.871, 11.676], [18.288, 6.012, 8.950], [18.884, 5.447, 10.556], [18.723, 7.196, 10.172], [16.143, 4.686, 9.196], [13.905, 4.481, 10.104], [13.258, 5.873, 12.061], [14.861, 7.386, 13.005], [17.183, 7.528, 12.166], [15.931, 10.004, 12.112], [16.986, 10.324, 11.222], [18.180, 9.909, 11.738], [16.995, 11.716, 11.024], [16.786, 9.665, 9.975], [12.702, 7.798, 9.501], [11.578, 8.895, 9.574], [10.005, 8.197, 9.203], [10.046, 6.925, 8.645], [8.858, 6.293, 8.348], [7.639, 6.914, 8.588], [7.625, 8.236, 9.033], [8.799, 8.854, 9.385], [11.790, 9.720, 8.018], [12.499, 9.078, 7.024], [12.533, 9.656, 5.779], [11.902, 10.875, 5.533], [11.317, 11.584, 6.620], [11.214, 10.964, 7.876], [12.902, 7.538, 10.480], [11.036, 6.447, 8.598], [8.860, 5.254, 7.988], [6.705, 6.411, 8.411], [6.676, 8.723, 9.218], [8.774, 9.877, 9.740], [12.950, 8.134, 7.208], [13.066, 9.175, 4.989], [11.904, 11.401, 4.575], [10.917, 12.587, 6.501], [10.816, 11.473, 8.734], [15.817, 14.105, 9.305], [14.825, 13.091, 9.563], [13.804, 13.076, 10.490], [13.245, 11.844, 10.488], [13.888, 11.082, 9.524], [14.835, 11.855, 9.037], [15.619, 14.627, 8.354], [16.774, 13.567, 9.237], [15.901, 14.829, 10.140], [13.632, 13.981, 11.086], [12.433, 11.443, 11.036], [15.570, 11.575, 8.285], [15.208, 6.606, 6.524], [16.150, 7.753, 7.516], [16.633, 8.951, 6.259], [14.490, 7.119, 5.913], [14.702, 5.965, 7.264], [15.800, 5.955, 5.864], [17.300, 8.548, 5.503], [17.216, 9.751, 6.726], [15.777, 9.424, 5.804]], "mulliken_charge": [0.904, -1.539, 0.423, -0.249, -0.415, -0.536, -0.384, -0.302, 0.319, 0.414, 0.276, 0.478, 0.425, 0.479, 0.366, 0.352, -0.345, 0.218, -0.349, -0.356, -0.223, -0.331, 0.396, 0.493, -0.438, -0.631, -0.466, -0.687, -0.087, 0.612, -0.506, -0.368, -0.721, -0.633, -0.438, -0.174, 0.309, 0.345, 0.402, 0.379, 0.384, 0.413, 0.477, 0.370, 0.427, 0.410, -0.870, 0.312, -0.615, -0.859, 0.367, -0.758, 0.295, 0.332, 0.319, 0.391, 0.620, 0.442, -0.930, 0.392, -1.121, 0.238, 0.195, 0.417, 0.388, 0.317, 0.235], "relative_energy_kj_mol": 22.81, "homo_lumo_gap_ev": 9.1, "e_lumo_ev": 0.277, "charge": 0, "spin_multiplicity": 1, "mol_weight_g_mol": 547.5, "e_tot_ev": -68538.7005}

# 2
{"formula": "C45H41AsHgNOP2S5", "method": "ωB97M-V/def2-TZVPD", "species": ["Hg", "O", "S", "C", "C", "C", "C", "C", "C", "P", "C", "C", "C", "C", "C", "C", "C", "C", "C", "C", "C", "C", "C", "C", "C", "C", "C", "C", "P", "C", "C", "C", "C", "C", "C", "C", "C", "C", "C", "C", "C", "H", "H", "H", "H", "H", "H", "H", "H", "H", "H", "H", "H", "H", "H", "H", "H", "H", "H", "H", "H", "H", "H", "H", "H", "H", "H", "H", "H", "S", "As", "S", "S", "S", "C", "N", "C", "C", "C", "C", "C", "C", "C", "C", "H", "H", "H", "H", "H", "H", "H", "H", "H", "H", "H", "H", "H"], "positions_angstrom": [[0.765, -0.903, -0.394], [-3.999, 1.428, 1.295], [-2.537, 1.345, 1.100], [-1.985, 3.016, 0.821], [-2.658, 4.109, 1.382], [-2.159, 5.381, 1.274], [-0.947, 5.602, 0.582], [-0.362, 4.551, -0.115], [-0.904, 3.266, -0.080], [-0.399, 1.875, -1.142], [0.778, 2.657, -2.310], [2.037, 2.092, -2.499], [2.891, 2.610, -3.460], [2.489, 3.671, -4.248], [1.230, 4.233, -4.069], [0.375, 3.723, -3.113], [-1.804, 1.805, -2.309], [-1.545, 1.236, -3.555], [-2.546, 1.175, -4.503], [-3.809, 1.671, -4.222], [-4.065, 2.241, -2.987], [-3.068, 2.310, -2.030], [-1.883, 1.194, 2.782], [-1.849, 2.208, 3.728], [-1.243, 2.010, 4.951], [-0.634, 0.779, 5.240], [-0.644, -0.231, 4.298], [-1.269, -0.053, 3.069], [-1.275, -1.242, 1.710], [-3.032, -1.736, 1.599], [-3.472, -2.342, 0.427], [-4.781, -2.778, 0.329], [-5.659, -2.598, 1.385], [-5.222, -1.985, 2.549], [-3.911, -1.560, 2.663], [-0.583, -2.737, 2.497], [-1.323, -3.896, 2.704], [-0.718, -5.025, 3.229], [0.628, -5.013, 3.551], [1.375, -3.866, 3.332], [0.777, -2.738, 2.805], [-3.601, 3.908, 1.874], [-2.701, 6.224, 1.680], [-0.514, 6.592, 0.539], [0.480, 4.761, -0.765], [2.335, 1.220, -1.922], [3.853, 2.148, -3.623], [3.142, 4.052, -5.025], [0.912, 5.057, -4.696], [-0.617, 4.136, -2.987], [-0.566, 0.835, -3.780], [-2.338, 0.727, -5.462], [-4.601, 1.601, -4.956], [-5.047, 2.632, -2.747], [-3.288, 2.755, -1.072], [-2.298, 3.162, 3.498], [-1.231, 2.804, 5.687], [-0.158, 0.630, 6.199], [-0.167, -1.172, 4.525], [-2.784, -2.465, -0.400], [-5.118, -3.260, -0.576], [-6.685, -2.934, 1.301], [-5.908, -1.838, 3.373], [-3.560, -1.093, 3.575], [-2.374, -3.922, 2.446], [-1.304, -5.923, 3.378], [1.098, -5.900, 3.957], [2.432, -3.853, 3.557], [1.365, -1.848, 2.624], [0.809, -3.934, -4.330], [1.033, -2.312, -3.044], [2.224, -2.804, -1.269], [-0.879, -1.681, -2.103], [1.872, -0.624, -4.003], [2.618, 3.090, 0.583], [1.582, 3.191, 1.618], [2.016, 4.076, 2.700], [1.141, 1.835, 2.119], [2.248, 0.822, 2.164], [3.025, 0.746, 3.319], [4.101, -0.116, 3.382], [4.421, -0.867, 2.262], [3.614, -0.824, 1.141], [2.472, -0.007, 1.049], [2.760, 4.062, 0.110], [2.301, 2.364, -0.163], [3.557, 2.752, 1.014], [0.730, 3.594, 1.121], [2.842, 3.608, 3.235], [1.192, 4.259, 3.388], [2.355, 5.029, 2.293], [0.370, 1.482, 1.431], [0.692, 1.983, 3.102], [2.751, 1.332, 4.191], [4.684, -0.206, 4.291], [5.285, -1.518, 2.282], [3.866, -1.459, 0.300]], "mulliken_charge": [2.445, -0.865, 1.406, -0.915, -0.677, -0.846, -1.097, 0.203, -0.968, 1.470, 0.945, -0.760, -1.084, -0.625, -0.878, -0.463, 1.194, -0.461, -0.697, -0.689, -0.959, -0.401, -0.363, -0.351, -0.918, -0.851, -0.901, 0.950, 0.879, 0.018, -0.492, -0.666, -0.527, -0.770, 0.060, 0.898, -0.758, -0.705, -0.657, -0.804, -0.132, 0.624, 0.367, 0.432, 0.376, 0.488, 0.462, 0.371, 0.395, 0.515, 0.231, 0.477, 0.337, 0.436, 0.475, 0.499, 0.379, 0.372, 0.474, 0.219, 0.436, 0.344, 0.380, 0.370, 0.293, 0.405, 0.349, 0.465, 0.386, -0.643, 0.308, -0.586, -0.552, -0.550, -1.536, 1.673, -1.029, 0.561, 1.624, -0.432, -0.927, -0.869, -0.733, -0.182, 0.354, 0.288, 0.580, -0.750, 0.413, 0.292, 0.354, -1.991, 0.349, 0.355, 0.338, 0.351, 0.390], "homo_lumo_gap_ev": [3.8, 4.7], "e_lumo_ev": [3.644, 3.600], "charge": -2, "spin_multiplicity": 2, "mol_weight_g_mol": 1109.6, "e_tot_ev": -188635.0240, "s2": 0.7637}

# 3
{"formula": "C6H7N3O4", "method": "ωB97M-V/def2-TZVPD", "species": ["C", "C", "N", "N", "C", "O", "C", "C", "O", "C", "O", "N", "O", "H", "H", "H", "H", "H", "H", "H"], "positions_angstrom": [[2.156, 1.304, -0.245], [1.177, 0.684, 0.394], [-0.045, 0.724, -0.144], [-0.564, 1.825, -0.925], [-0.186, 2.654, -1.696], [0.017, 3.454, -2.503], [-1.123, 0.091, 0.558], [-2.378, 0.144, -0.335], [-2.486, -0.143, -1.489], [-0.908, -1.360, 0.917], [-1.052, -1.724, 2.060], [-0.740, -2.191, -0.209], [-0.326, -1.777, -1.431], [3.089, 1.499, 0.169], [2.017, 1.663, -1.278], [1.201, 0.293, 1.333], [-1.512, 0.791, 1.401], [-3.364, 0.451, 0.292], [-0.881, -3.178, -0.297], [-1.113, -1.389, -1.774]], "mulliken_charge": [-1.002, 0.146, 0.527, -0.589, 0.445, -0.428, 0.088, -0.032, -0.472, 0.313, -0.578, -0.081, -0.421, 0.294, 0.180, 0.419, 0.353, 0.272, 0.198, 0.368], "relative_energy_kj_mol": 570.46, "homo_lumo_gap_ev": 8.4, "e_lumo_ev": -0.194, "charge": 0, "spin_multiplicity": 1, "smiles": "C=CN(N=C=O)[C@@H](C=O)C(=O)NO", "mol_weight_g_mol": 185.1, "e_tot_ev": -18990.3247}

# 4
{"formula": "C4H6O2", "method": "ωB97M-V/def2-TZVPD", "species": ["C", "C", "C", "C", "O", "O", "H", "H", "H", "H", "H", "H"], "positions_angstrom": [[-1.287, 0.510, 0.401], [-0.851, -0.724, -0.113], [0.524, -1.009, -0.235], [1.564, -0.104, 0.009], [2.673, -0.281, 0.521], [1.272, 1.266, -0.400], [-0.328, 1.075, 0.789], [-1.639, 0.420, 1.487], [-1.947, 1.251, -0.098], [-1.477, -1.529, -0.445], [0.895, -1.998, -0.710], [0.602, 1.123, -1.206]], "mulliken_charge": [-1.097, 0.070, -0.267, 0.501, -0.540, -0.536, 0.305, 0.279, 0.279, 0.377, 0.260, 0.368], "relative_energy_kj_mol": 218.09, "homo_lumo_gap_ev": 10.0, "e_lumo_ev": -0.075, "charge": 0, "spin_multiplicity": 1, "smiles": "C/C=C\\C(=O)O", "mol_weight_g_mol": 86.1, "e_tot_ev": -8338.2008}

# 5
{"formula": "C23H33N3O2", "method": "ωB97M-V/def2-TZVPD", "species": ["C", "C", "O", "C", "O", "C", "C", "C", "C", "C", "C", "C", "C", "C", "C", "C", "C", "N", "C", "C", "N", "C", "C", "N", "C", "C", "C", "C", "H", "H", "H", "H", "H", "H", "H", "H", "H", "H", "H", "H", "H", "H", "H", "H", "H", "H", "H", "H", "H", "H", "H", "H", "H", "H", "H", "H", "H", "H", "H", "H", "H"], "positions_angstrom": [[-2.924, 2.003, 1.949], [-1.713, 1.478, 2.707], [-0.696, 1.031, 1.812], [-0.804, -0.211, 1.337], [-1.691, -0.968, 1.641], [0.371, -0.561, 0.430], [1.593, -0.725, 1.355], [1.455, -1.871, 2.363], [2.248, -1.592, 3.648], [1.638, -0.445, 4.403], [2.224, 0.813, 4.404], [1.623, 1.874, 5.059], [0.424, 1.689, 5.725], [-0.166, 0.436, 5.737], [0.436, -0.621, 5.080], [0.628, 0.573, -0.570], [-0.531, 0.700, -1.551], [-0.687, -0.541, -2.290], [-1.659, -0.402, -3.366], [-1.185, 0.559, -4.401], [-1.852, 1.610, -4.811], [-1.076, 2.201, -5.756], [0.080, 1.496, -5.914], [0.008, 0.446, -5.040], [0.991, -0.593, -4.878], [0.794, -1.710, -5.901], [-1.035, -1.620, -1.382], [0.075, -1.840, -0.358], [-3.650, 2.401, 2.652], [-3.388, 1.197, 1.386], [-2.626, 2.790, 1.261], [-1.241, 2.265, 3.300], [-2.000, 0.647, 3.359], [1.717, 0.215, 1.896], [2.483, -0.879, 0.741], [0.406, -2.006, 2.628], [1.807, -2.803, 1.917], [3.286, -1.368, 3.395], [2.233, -2.489, 4.272], [3.165, 0.964, 3.892], [2.091, 2.847, 5.048], [-0.047, 2.515, 6.236], [-1.100, 0.283, 6.260], [-0.030, -1.596, 5.090], [0.768, 1.515, -0.040], [1.539, 0.349, -1.129], [-0.331, 1.503, -2.264], [-1.457, 0.956, -1.005], [-1.799, -1.390, -3.819], [-2.638, -0.049, -3.005], [-1.400, 3.092, -6.255], [0.930, 1.650, -6.547], [1.985, -0.150, -4.999], [0.893, -0.982, -3.861], [1.546, -2.481, -5.760], [0.879, -1.320, -6.913], [-0.191, -2.157, -5.788], [-1.167, -2.533, -1.970], [-1.981, -1.415, -0.855], [-0.233, -2.634, 0.321], [0.986, -2.150, -0.874]], "mulliken_charge": [-1.339, -0.136, -0.196, -0.291, -0.627, 2.184, -1.535, -0.739, -1.486, 0.675, -0.353, -0.620, -0.541, -0.641, -0.174, -1.415, -0.700, 0.433, -1.026, 0.638, -0.800, -0.653, -0.236, 0.369, -0.350, -1.183, -0.887, -1.089, 0.455, 0.279, 0.303, 0.323, 0.315, 0.197, 0.564, 0.508, 0.422, 0.381, 0.450, 0.379, 0.380, 0.423, 0.409, 0.379, 0.401, 0.520, 0.599, 0.232, 0.454, 0.307, 0.444, 0.402, 0.466, -0.024, 0.373, 0.343, 0.312, 0.469, 0.346, 0.468, 0.438], "relative_energy_kj_mol": 149.10, "homo_lumo_gap_ev": 9.2, "e_lumo_ev": 0.762, "charge": 0, "spin_multiplicity": 1, "smiles": "CCOC(=O)C1(CCCc2ccccc2)CCN(Cc2nccn2CC)CC1", "mol_weight_g_mol": 383.5, "e_tot_ev": -32953.1735}

# 6
{"formula": "C6H9F3", "method": "ωB97M-V/def2-TZVPD", "species": ["C", "C", "C", "C", "F", "F", "C", "C", "F", "H", "H", "H", "H", "H", "H", "H", "H", "H"], "positions_angstrom": [[-0.325, -1.146, 1.524], [-0.141, -0.474, 0.270], [-1.229, -0.771, -0.813], [1.349, -0.363, -0.284], [2.448, -0.719, 0.384], [1.553, -0.433, -1.581], [0.516, 0.886, 0.227], [0.125, 1.949, -0.791], [0.998, 1.493, 1.354], [0.556, -1.327, 2.218], [-0.581, -2.233, 1.272], [-1.152, -0.755, 2.225], [-1.356, -1.915, -0.659], [-0.670, -0.647, -1.811], [-2.172, -0.222, -0.579], [1.146, 2.512, -0.937], [-0.635, 2.563, -0.340], [-0.431, 1.601, -1.679]], "mulliken_charge": [-1.416, 0.781, -1.336, 0.408, -0.317, -0.292, 0.812, -1.195, -0.360, 0.320, 0.355, 0.271, 0.394, 0.355, 0.271, 0.284, 0.378, 0.287], "relative_energy_kj_mol": 116.46, "homo_lumo_gap_ev": 10.2, "e_lumo_ev": 0.839, "charge": 0, "spin_multiplicity": 1, "smiles": "CC1(C)C(F)(F)[C@]1(C)F", "mol_weight_g_mol": 138.1, "e_tot_ev": -14518.2965}